Record 1
DFT (ωB97M-V with the def2-TZVPD basis set) results for C16H15BF4FeN4O5S2 as an isolated structure at a distorted geometry.

The energy above the lowest of the compared OMol25 structures with the same formula, charge and spin comes out at 115.3 kJ/mol. For the LUMO energy (spin up / spin down), the calculation gives 4.14 / 4.13 eV. The spin multiplicity is 5. Its net charge is -2. Its expectation value of S² is 6.01. Its HOMO energy (spin up / spin down) is -2.48 / -2.51 eV.

Each line ends with the Löwdin charge.
CARTESIAN COORDINATES (ANGSTROEM)
Fe  -0.3156  0.0770  0.3291  0.936
O  -2.3943  4.2304  -5.1873  -0.062
C  -1.2560  4.3526  -4.6965  -0.702
O  -0.3341  5.1453  -4.9747  -0.070
C  -0.9397  3.3611  -3.5322  -0.097
C  0.1052  3.6049  -2.6503  -0.001
C  0.2904  2.7663  -1.5634  -0.163
N  -0.4795  1.6985  -1.3428  0.042
C  -1.4434  1.4154  -2.2279  -0.180
C  -1.7181  2.2299  -3.3137  0.050
C  -2.2141  0.1213  -1.9729  -0.610
O  -3.1016  -0.2059  -2.7488  0.029
O  -1.8366  -0.5180  -0.9297  -0.108
H  0.7617  4.4480  -2.8152  0.109
H  1.0784  2.9408  -0.8410  0.033
H  -2.5300  1.9829  -3.9809  0.120
O  1.4626  -0.9413  0.3228  -0.258
N  2.4120  -0.6107  1.1985  -0.224
C  2.3513  -1.1620  2.4274  -0.048
C  3.3009  -0.9215  3.3803  -0.088
C  4.3461  -0.0410  3.0726  -0.106
C  4.3898  0.5364  1.8326  -0.133
C  3.4225  0.2647  0.8323  -0.802
S  3.4716  0.9206  -0.7116  0.538
H  1.4887  -1.7917  2.5909  0.122
H  3.2097  -1.3945  4.3472  0.092
H  5.1130  0.1879  3.8028  0.092
H  5.1646  1.2384  1.5631  0.087
S  1.0250  2.4965  1.8432  0.688
C  -0.4609  3.0073  2.4167  -0.859
N  -0.6932  3.1067  3.7456  0.017
C  -2.0229  3.2872  4.3199  -0.177
C  -3.0804  2.9089  3.2947  -0.164
C  -2.7889  3.7012  2.0299  -0.163
N  -1.4338  3.4124  1.5807  0.030
H  0.0036  2.6414  4.3018  0.113
H  -2.1513  4.3352  4.6183  0.109
H  -2.1132  2.6699  5.2138  0.119
H  -4.0825  3.1175  3.6696  0.113
H  -2.9965  1.8463  3.0736  0.104
H  -2.8718  4.7749  2.2384  0.114
H  -3.4883  3.4546  1.2330  0.126
H  -1.2755  3.1776  0.6112  0.103
F  -1.4397  0.5305  2.2614  0.018
B  -1.3220  -0.6709  3.0723  -1.241
F  -2.5717  -1.0076  3.5685  0.133
F  -0.4288  -0.4194  4.1107  0.120
F  -0.8113  -1.6341  2.1775  0.099

Record 2
DFT (ωB97M-V with the def2-TZVPD basis set) results for one molecule with the formula C16H15BrN2O2S2.

For the LUMO energy, the calculation gives 0.44 eV. Its SMILES is CCOc1ccc2c(c1)nc(SCC(=O)c1ccc(Br)s1)n2C. Its HOMO energy is -7.98 eV.

Each line ends with the Löwdin charge.
CARTESIAN COORDINATES (ANGSTROEM)
C  -4.0845  -3.4953  -0.9396  -0.065
C  -2.6507  -3.9057  -0.6151  -0.250
O  -1.6986  -2.9613  -1.0600  -0.053
C  -1.5183  -1.7910  -0.3906  -0.262
C  -2.1228  -1.4706  0.8339  -0.027
C  -1.8739  -0.2717  1.4775  -0.007
C  -1.0022  0.6119  0.8730  -0.160
C  -0.3905  0.3005  -0.3633  -0.179
C  -0.6418  -0.8988  -1.0027  0.079
N  0.4200  1.3468  -0.7203  0.107
C  0.3147  2.2275  0.2383  -0.586
S  1.2643  3.6721  0.1961  1.000
C  1.9528  3.3822  -1.4591  -0.344
C  2.1668  1.9147  -1.8512  -0.563
O  1.9412  1.5740  -2.9930  0.040
C  2.9762  1.0950  -0.9377  -0.475
C  3.6561  1.4181  0.2054  -0.130
C  4.3027  0.3170  0.7946  -0.205
C  4.0950  -0.8257  0.0804  -1.046
Br  4.7550  -2.5280  0.5056  0.704
S  3.1235  -0.5861  -1.3257  1.065
N  -0.5282  1.8617  1.2327  -0.065
C  -0.8571  2.6009  2.4167  -0.020
H  -4.1863  -3.3360  -2.0100  0.080
H  -4.3519  -2.5729  -0.4297  0.066
H  -4.7692  -4.2809  -0.6320  0.076
H  -2.3958  -4.8179  -1.1618  0.123
H  -2.5323  -4.1058  0.4572  0.114
H  -2.7968  -2.1666  1.3064  0.101
H  -2.3484  -0.0452  2.4198  0.110
H  -0.1792  -1.1469  -1.9423  0.126
H  1.2756  3.8275  -2.1890  0.091
H  2.9109  3.9035  -1.4875  0.093
H  3.7046  2.4101  0.6170  0.090
H  4.8888  0.3628  1.6945  0.104
H  -0.3362  3.5569  2.3917  0.068
H  -1.9338  2.7768  2.4636  0.101
H  -0.5498  2.0464  3.3061  0.101

Record 3
DFT (ωB97M-V with the def2-TZVPD basis set) results for C16H15BrN2S2V as an isolated structure.

The energy above the lowest of the compared OMol25 structures with the same formula, charge and spin comes out at 0.0 kJ/mol. For the LUMO energy (spin up / spin down), the calculation gives -4.75 / -4.72 eV. The spin multiplicity is 3. Its net charge is +1. Its expectation value of S² is 2.05. Its HOMO energy (spin up / spin down) is -11.52 / -11.71 eV.

Each line ends with the Löwdin charge.
CARTESIAN COORDINATES (ANGSTROEM)
V  -1.2872  0.5563  -0.0636  0.406
Br  6.1562  0.6490  -0.1319  0.809
C  4.3476  0.1606  -0.2789  -0.682
C  3.3736  1.1439  -0.3548  -0.098
C  2.0449  0.7695  -0.4577  -0.018
C  1.6869  -0.5729  -0.4934  -0.237
C  2.6731  -1.5529  -0.4128  -0.002
C  4.0009  -1.1851  -0.3053  -0.097
N  0.2963  -0.8532  -0.6050  0.029
C  -0.1666  -2.0085  -0.8550  -0.025
C  -1.6235  -2.2126  -0.9586  -0.230
C  -2.1688  -3.4470  -1.2487  0.021
C  -3.5531  -3.5516  -1.3496  -0.009
C  -4.3297  -2.4255  -1.1536  -0.005
C  -3.7056  -1.2193  -0.8577  -0.070
N  -2.3844  -1.1164  -0.7683  -0.006
H  3.6500  2.1886  -0.3364  0.113
H  1.2817  1.5385  -0.5257  0.094
H  2.4304  -2.6065  -0.4132  0.112
H  4.7705  -1.9408  -0.2363  0.113
H  0.4701  -2.8753  -1.0131  0.138
H  -1.5289  -4.3067  -1.3926  0.129
H  -4.0119  -4.5040  -1.5766  0.126
H  -5.4070  -2.4657  -1.2226  0.124
H  -4.2714  -0.3133  -0.6824  0.129
C  0.4643  2.0007  2.7167  -0.101
C  -0.7413  1.8395  1.8205  -0.759
S  -1.7421  0.4149  2.0881  0.716
C  -0.9964  2.7235  0.7889  -0.787
C  -0.0927  3.8978  0.5105  -0.103
S  -2.3281  2.5168  -0.3500  0.685
H  0.5254  1.1762  3.4214  0.071
H  0.3952  2.9304  3.2832  0.095
H  1.3932  2.0269  2.1440  0.076
H  0.6056  4.0914  1.3210  0.075
H  -0.7015  4.7886  0.3593  0.087
H  0.4746  3.7444  -0.4101  0.080

Record 4
DFT (ωB97M-V with the def2-TZVPD basis set) results for one molecule with the formula C16H15Cl2NO2.

The energy above the lowest of the compared OMol25 structures with the same formula, charge and spin comes out at 0.0 kJ/mol. For the LUMO energy, the calculation gives 0.69 eV. Its SMILES is O=C(NCCCl)c1ccc(OCc2ccccc2)cc1Cl. Its HOMO energy is -8.82 eV.

Each line ends with the Löwdin charge.
CARTESIAN COORDINATES (ANGSTROEM)
O  -4.3260  -1.4975  -1.2189  0.058
C  -3.8013  -0.8626  -0.3319  -0.497
N  -4.5020  -0.2875  0.6811  0.042
C  -5.9399  -0.2165  0.6669  -0.253
C  -6.4343  1.2249  0.6933  -0.555
Cl  -5.7363  2.1493  -0.6679  0.559
C  -2.3278  -0.6298  -0.2287  -0.170
C  -1.8332  0.6683  -0.1020  -0.022
C  -0.4803  0.9148  -0.0674  0.010
C  0.4328  -0.1421  -0.1518  -0.259
O  1.7377  0.2000  -0.1060  -0.029
C  2.7208  -0.8154  -0.2060  -0.146
C  4.0818  -0.1707  -0.1793  -0.197
C  4.3197  0.9791  -0.9209  -0.031
C  5.5702  1.5698  -0.9107  -0.078
C  6.5966  1.0119  -0.1672  -0.092
C  6.3657  -0.1361  0.5709  -0.085
C  5.1121  -0.7227  0.5689  -0.042
C  -0.0453  -1.4430  -0.2733  -0.034
C  -1.4124  -1.6719  -0.3197  -0.586
Cl  -1.9674  -3.2976  -0.4496  0.746
H  -4.0088  0.2491  1.3770  0.140
H  -6.2599  -0.7212  -0.2492  0.119
H  -6.3606  -0.7442  1.5319  0.124
H  -7.5179  1.2656  0.5935  0.071
H  -6.1261  1.7324  1.6081  0.068
H  -2.5269  1.4953  -0.0612  0.109
H  -0.0966  1.9183  0.0211  0.120
H  2.5937  -1.3653  -1.1516  0.143
H  2.6213  -1.5250  0.6261  0.133
H  3.5157  1.4109  -1.4969  0.116
H  5.7454  2.4662  -1.4869  0.103
H  7.5738  1.4715  -0.1615  0.101
H  7.1620  -0.5740  1.1545  0.102
H  4.9345  -1.6159  1.1508  0.111
H  0.6191  -2.2886  -0.3357  0.101

Record 5
DFT (ωB97M-V with the def2-TZVPD basis set) results for one molecule with the formula C16H15ClN4O3S at a distorted geometry.

The energy above the lowest of the compared OMol25 structures with the same formula, charge and spin comes out at 102.2 kJ/mol. For the LUMO energy, the calculation gives 0.29 eV. Its SMILES is CC[C@@H](Sc1nc2c(cnn2-c2ccc(Cl)cc2)c(=O)[nH]1)C(=O)OC. Its HOMO energy is -8.74 eV.

Each line ends with the Löwdin charge.
CARTESIAN COORDINATES (ANGSTROEM)
C  -0.2535  -2.5083  1.8336  -0.100
C  -0.9150  -3.3968  0.7918  -0.257
C  -1.6704  -2.6379  -0.2943  -0.439
S  -3.0825  -1.6729  0.3775  1.064
C  -2.5637  -0.0036  0.3227  -0.604
N  -1.3086  0.3112  0.3160  0.150
C  -1.0808  1.6413  0.1781  -0.184
C  -2.0641  2.6355  0.0599  -0.052
C  -1.3360  3.8249  -0.1506  -0.051
N  -0.0503  3.5820  -0.1598  0.105
N  0.1164  2.2611  0.0522  -0.018
C  1.4001  1.7155  0.1245  -0.190
C  1.6400  0.5921  0.9062  -0.018
C  2.9092  0.0492  0.9591  -0.103
C  3.9368  0.6427  0.2408  -0.682
Cl  5.5218  -0.0441  0.2961  0.675
C  3.7102  1.7830  -0.5168  -0.095
C  2.4397  2.3212  -0.5746  -0.005
C  -3.4538  2.2846  0.1472  -0.409
O  -4.4350  2.9852  0.1137  0.090
N  -3.5884  0.8839  0.2872  0.137
C  -0.8639  -1.7648  -1.2447  -0.563
O  -1.3658  -1.1087  -2.1185  0.104
O  0.4453  -1.8989  -1.0670  -0.041
C  1.2698  -1.2009  -1.9916  -0.023
H  0.1496  -3.1194  2.6373  0.078
H  -0.9756  -1.8149  2.2585  0.061
H  0.5564  -1.9473  1.3814  0.043
H  -1.6310  -4.0605  1.2825  0.109
H  -0.1587  -4.0150  0.3040  0.118
H  -2.1837  -3.3646  -0.9370  0.121
H  -1.7113  4.8177  -0.2922  0.119
H  0.8302  0.1583  1.4678  0.096
H  3.1058  -0.8236  1.5615  0.109
H  4.5226  2.2420  -1.0572  0.107
H  2.2364  3.2105  -1.1490  0.112
H  -4.5386  0.5305  0.3058  0.146
H  1.1516  -1.6236  -2.9913  0.104
H  0.9976  -0.1449  -2.0198  0.093
H  2.2912  -1.3214  -1.6413  0.095

Record 6
DFT (ωB97M-V with the def2-TZVPD basis set) results for one molecule with the formula C16H15N5O4 at a distorted geometry.

The energy above the lowest of the compared OMol25 structures with the same formula, charge and spin comes out at 373.0 kJ/mol. For the LUMO energy, the calculation gives -0.95 eV. Its SMILES is C/C(=N\NC(=O)CNC(=O)c1ccccn1)c1ccc([N+](=O)[O-])cc1. Its HOMO energy is -8.51 eV.

Each line ends with the Löwdin charge.
CARTESIAN COORDINATES (ANGSTROEM)
C  -1.8325  0.2222  0.3283  -0.044
C  -1.6239  -1.2296  0.1027  -0.210
N  -0.3615  -1.6728  -0.2670  0.126
N  0.6223  -0.7869  -0.6310  0.029
C  1.8840  -1.1634  -1.0217  -0.426
O  2.2677  -2.3304  -0.9012  0.050
C  2.7698  -0.1679  -1.7502  -0.079
N  3.3114  0.8523  -0.8626  0.086
C  2.5835  1.9756  -0.4867  -0.391
O  1.3679  1.9905  -0.6044  0.046
C  3.3669  3.1849  -0.0721  -0.192
C  2.7089  4.3850  0.2555  0.019
C  3.4893  5.5230  0.5694  -0.041
C  4.8616  5.3944  0.5496  -0.082
C  5.4474  4.2137  0.1783  -0.113
N  4.7017  3.1344  -0.1839  0.105
C  -2.7493  -2.2249  0.2667  -0.142
C  -2.5435  -3.6120  0.1130  -0.012
C  -3.6017  -4.4931  0.3300  0.007
C  -4.9037  -4.0758  0.6856  -0.144
N  -5.9824  -4.9966  0.8728  -0.349
O  -5.7040  -6.1865  0.8562  0.079
O  -7.1242  -4.5334  1.0221  0.061
C  -5.0965  -2.6823  0.8880  0.018
C  -4.0462  -1.7918  0.6554  -0.020
H  -1.0016  0.8414  -0.0781  0.063
H  -2.7583  0.6090  -0.1203  0.086
H  -1.8613  0.4285  1.4033  0.101
H  0.4141  0.2148  -0.7535  0.093
H  3.5641  -0.6990  -2.2201  0.121
H  2.1557  0.2889  -2.5365  0.134
H  4.3161  0.9371  -0.7846  0.123
H  1.6429  4.3529  0.3423  0.106
H  2.9804  6.4402  0.8298  0.108
H  5.4847  6.2407  0.8074  0.107
H  6.5397  4.0896  0.1700  0.116
H  -1.5808  -4.0562  -0.2147  0.129
H  -3.3686  -5.5495  0.2409  0.117
H  -6.0607  -2.3066  1.2209  0.118
H  -4.2794  -0.7601  0.8002  0.095